# 1
Entry from the Open Molecules 2025 dataset: C29H31N4O2RhS4Si2 as an isolated structure (ωB97M-V with the def2-TZVPD basis set).

The orbital gap comes out at 5.8 eV. For the HOMO energy, the calculation gives -1.596 eV.

```
! wB97M-V def2-TZVPD RIJCOSX def2/J DEFGRID3
* xyz -2 1
Rh 0.018 0.007 0.992
C -0.498 3.446 -0.187
Si -1.099 1.640 -0.215
C -2.947 1.831 0.227
C -1.078 1.193 -2.069
C -1.794 1.877 -3.055
C -1.740 1.488 -4.386
C -0.955 0.399 -4.751
C -0.236 -0.286 -3.781
C -0.287 0.097 -2.438
Si 0.676 -0.784 -1.050
C 2.501 -0.471 -1.481
C 0.510 -2.640 -1.368
H -1.061 4.021 -0.931
H 0.564 3.516 -0.433
H -0.656 3.911 0.789
H -3.383 2.690 -0.294
H -3.070 1.992 1.303
H -3.520 0.943 -0.052
H -2.413 2.728 -2.779
H -2.308 2.026 -5.138
H -0.911 0.084 -5.789
H 0.368 -1.140 -4.075
H 2.706 -0.918 -2.461
H 3.150 -0.948 -0.741
H 2.752 0.589 -1.528
H 1.074 -2.894 -2.274
H -0.532 -2.930 -1.501
H 0.931 -3.202 -0.537
S 1.375 -1.810 2.143
C 0.317 -3.148 2.560
C 0.531 -4.442 2.061
C -0.305 -5.498 2.391
C -1.392 -5.304 3.235
C -1.611 -4.033 3.756
C -0.769 -2.980 3.433
H 1.374 -4.603 1.400
H -0.110 -6.482 1.977
H -2.053 -6.126 3.484
H -2.451 -3.856 4.421
H -0.934 -1.996 3.855
C -4.565 -3.142 0.044
N -3.796 -2.218 0.852
C -4.246 -1.859 2.087
C -3.562 -1.014 2.870
C -2.297 -0.500 2.371
O -1.593 0.292 3.013
N -1.837 -0.947 1.169
C -2.574 -1.717 0.336
O -2.242 -2.033 -0.797
H -5.609 -2.823 -0.004
H -4.516 -4.155 0.453
H -4.138 -3.140 -0.953
H -5.189 -2.303 2.384
H -3.906 -0.719 3.849
S 2.082 6.274 3.942
C 1.672 4.765 3.326
S 2.757 3.933 2.263
C 1.624 2.603 2.094
N 0.555 2.779 2.797
N 0.579 3.991 3.480
C -0.607 4.248 4.238
C -0.707 5.308 5.134
C -1.890 5.502 5.836
C -2.970 4.652 5.664
C -2.853 3.588 4.779
C -1.685 3.376 4.068
S 1.998 1.291 1.068
H 0.125 5.976 5.276
H -1.955 6.333 6.528
H -3.889 4.812 6.216
H -3.676 2.898 4.637
H -1.592 2.521 3.415
*
```

=====

# 2
Entry from the Open Molecules 2025 dataset: C29H32AlP3S3 as an isolated structure (ωB97M-V with the def2-TZVPD basis set).

The orbital gap comes out at 7.6 eV. For the HOMO energy, the calculation gives -7.182 eV.

```
! wB97M-V def2-TZVPD RIJCOSX def2/J DEFGRID3
* xyz 0 1
Al -0.132 0.020 0.092
S -1.492 -4.005 1.345
C -1.025 -2.509 0.873
S 0.413 -1.718 1.528
S -1.893 -1.460 -0.218
C 3.495 -0.024 1.565
P 2.102 1.153 1.377
C 3.003 2.752 1.292
C 1.485 1.198 3.114
C 0.198 2.029 3.207
P -1.132 1.424 2.079
C -2.130 0.329 3.143
C -2.166 2.933 1.996
H 4.124 0.276 2.406
H 4.099 -0.054 0.661
H 3.098 -1.023 1.750
H 3.756 2.792 2.082
H 2.312 3.587 1.408
H 3.500 2.857 0.328
H 2.263 1.591 3.770
H 1.288 0.164 3.407
H 0.401 3.064 2.919
H -0.194 2.052 4.226
H -2.536 0.867 4.001
H -1.507 -0.499 3.481
H -2.941 -0.091 2.550
H -2.220 3.385 2.989
H -3.174 2.690 1.660
H -1.731 3.644 1.293
C 6.182 -0.346 -2.427
C 5.425 0.793 -2.165
C 4.059 0.683 -1.965
C 3.429 -0.562 -2.025
C 4.189 -1.695 -2.290
C 5.563 -1.584 -2.489
P 1.620 -0.607 -1.767
C 1.071 -2.232 -2.377
C 0.279 -2.383 -3.512
C -0.239 -3.630 -3.837
C 0.026 -4.729 -3.034
C 0.813 -4.586 -1.900
C 1.326 -3.342 -1.567
C 1.081 0.608 -3.006
C 1.675 0.706 -4.238
C 1.203 1.629 -5.191
C 0.125 2.415 -4.900
C -0.527 2.327 -3.646
C -1.699 3.075 -3.378
C -2.361 2.899 -2.202
C -1.843 2.024 -1.218
C -0.666 1.326 -1.369
C -0.028 1.438 -2.652
H 7.249 -0.262 -2.592
H 5.900 1.765 -2.125
H 3.464 1.573 -1.789
H 3.714 -2.666 -2.347
H 6.147 -2.473 -2.700
H 0.051 -1.527 -4.135
H -0.866 -3.735 -4.714
H -0.400 -5.694 -3.278
H 1.003 -5.435 -1.256
H 1.893 -3.224 -0.651
H 2.509 0.061 -4.492
H 1.688 1.700 -6.156
H -0.263 3.108 -5.638
H -2.076 3.754 -4.135
H -3.287 3.431 -2.015
H -2.423 1.892 -0.314
*
```

=====

# 3
Entry from the Open Molecules 2025 dataset: C29H32BrCoF3N7OSe as an isolated structure (ωB97M-V with the def2-TZVPD basis set).

The orbital gap (alpha / beta) comes out at 6.3 / 6.9 eV. As for the expectation value of S²: 3.785. For the HOMO energy (alpha / beta), the calculation gives -9.241 / -9.900 eV.

```
! wB97M-V def2-TZVPD RIJCOSX def2/J DEFGRID3
* xyz 1 4
Co -0.542 1.283 0.755
O 2.650 5.230 3.969
C 1.974 4.170 3.430
C 1.067 3.348 4.191
C 0.437 2.302 3.563
N 0.663 2.005 2.238
C 1.530 2.762 1.566
Br 1.666 2.253 -0.278
C 2.224 3.851 2.077
H 2.399 5.340 4.896
H 0.837 3.567 5.249
H -0.266 1.651 4.062
H 2.926 4.410 1.445
F -2.038 7.011 3.501
C -2.948 6.578 2.544
F -3.070 7.624 1.595
F -4.186 6.447 3.167
C -2.538 5.297 1.886
C -3.160 4.083 2.208
C -2.718 2.940 1.585
N -1.691 2.931 0.683
C -1.126 4.128 0.344
C -1.479 5.311 0.946
H -3.983 4.007 2.920
H -3.201 1.984 1.805
H -0.366 4.108 -0.430
H -0.928 6.216 0.668
C -5.093 -0.284 -1.723
C -3.996 -0.392 -0.706
C -3.916 -1.126 0.499
C -2.673 -0.782 1.088
N -1.982 0.104 0.309
N -2.854 0.318 -0.828
C -2.042 -1.272 2.366
H -6.046 -0.600 -1.258
H -4.868 -0.964 -2.582
H -5.183 0.758 -2.124
H -4.632 -1.839 0.900
H -2.596 0.945 -1.597
H -2.612 -0.865 3.228
H -0.986 -0.941 2.439
H -2.105 -2.379 2.434
N -1.756 -1.280 -4.284
C -1.378 -1.725 -3.050
C -0.360 -1.051 -2.303
N -0.055 -1.463 -1.080
C -0.646 -2.574 -0.574
C -1.635 -3.200 -1.310
N -2.022 -2.803 -2.544
H -1.168 -0.643 -4.807
H -2.326 -1.892 -4.834
H 0.102 -0.130 -2.697
H -0.373 -2.906 0.427
H -2.197 -4.047 -0.909
C 5.344 -5.922 -2.912
C 4.568 -4.788 -2.297
C 4.410 -3.564 -2.976
C 3.734 -2.493 -2.396
C 3.570 -1.177 -3.121
C 3.205 -2.641 -1.082
Se 2.409 -1.153 -0.247
C 3.313 -3.884 -0.389
C 2.731 -4.116 0.983
C 4.017 -4.921 -1.012
H 5.657 -5.665 -3.942
H 4.720 -6.836 -2.964
H 6.246 -6.201 -2.318
H 4.805 -3.455 -3.996
H 4.006 -1.297 -4.128
H 4.105 -0.344 -2.617
H 2.517 -0.874 -3.236
H 2.235 -3.223 1.406
H 3.540 -4.430 1.691
H 2.006 -4.954 0.951
H 4.128 -5.864 -0.464
*
```